(1)
{
  "formula": "C5H10N3S",
  "method": "wB97M-V/def2-TZVPD",
  "symbols": ["C", "C", "C", "C", "C", "N", "N", "N", "S", "H", "H", "H", "H", "H", "H", "H", "H", "H", "H"],
  "positions_angstrom": [[1.067, 1.332, -2.058], [2.290, 1.009, -1.534], [0.520, -0.113, -0.383], [-0.747, 0.776, 1.659], [-0.417, -0.838, 0.427], [0.063, 0.673, -1.348], [-0.117, -1.927, 1.198], [-1.753, -0.806, -0.113], [2.298, -0.202, -0.281], [0.689, 1.999, -2.795], [3.305, 1.389, -1.796], [-1.288, 0.100, 2.354], [0.301, 1.027, 2.015], [-1.106, 1.414, 0.962], [-0.810, -2.405, 1.697], [0.784, -1.775, 1.658], [-0.923, 0.800, -1.424], [-1.775, -1.462, -0.872], [-2.383, -0.991, 0.634]],
  "lumo_ev": -4.19,
  "total_energy_ha": -758.65793,
  "total_charge": 1,
  "e_above_lowest_ev": 1.732,
  "homo_energy_ev": -12.120
}

=====

(2)
{
  "formula": "C5H10N4",
  "method": "wB97M-V/def2-TZVPD",
  "symbols": ["C", "C", "C", "C", "C", "H", "H", "H", "H", "H", "H", "H", "H", "H", "H", "N", "N", "N", "N"],
  "positions_angstrom": [[0.342, 0.653, 0.156], [1.910, 0.880, -0.103], [2.105, -0.552, 0.184], [0.706, -0.742, -0.354], [-1.551, -0.602, -0.057], [-2.369, 2.072, -0.719], [-2.414, 1.699, 0.877], [0.412, 0.451, 1.250], [2.437, 1.558, 0.650], [2.279, 1.221, -1.104], [2.206, -0.837, 1.217], [2.991, -0.952, -0.377], [0.611, -0.729, -1.428], [-0.706, -2.429, -0.274], [-2.973, -1.867, 0.102], [-1.744, 1.868, 0.095], [-1.024, 0.752, -0.304], [-0.439, -1.583, 0.163], [-2.778, -0.861, 0.025]],
  "lumo_ev": 1.02,
  "total_energy_ha": -415.42159,
  "total_charge": 0,
  "e_above_lowest_ev": 3.681,
  "homo_energy_ev": -8.999
}

=====

(3)
{
  "formula": "C5H10N4",
  "method": "wB97M-V/def2-TZVPD",
  "symbols": ["C", "C", "N", "C", "C", "N", "C", "N", "N", "H", "H", "H", "H", "H", "H", "H", "H", "H", "H"],
  "positions_angstrom": [[2.757, -1.972, -0.045], [2.388, -0.685, -0.051], [1.044, -0.274, -0.134], [0.613, 0.915, -0.240], [1.316, 2.210, 0.087], [-0.734, 1.078, -0.333], [-1.603, 0.142, 0.089], [-2.981, 0.184, 0.076], [-3.862, -1.070, -0.095], [3.801, -2.316, 0.177], [2.197, -2.873, -0.053], [3.169, 0.066, -0.154], [1.419, 2.219, 1.371], [0.507, 3.023, -0.182], [2.329, 2.290, -0.440], [-1.248, -0.795, 0.446], [-3.316, 0.973, -0.410], [-4.258, -1.541, 0.877], [-3.537, -1.575, -0.985]],
  "smiles": "C=C/N=C(C)/N=C/NN",
  "lumo_ev": 0.36,
  "total_energy_ha": -415.38221,
  "total_charge": 0,
  "e_above_lowest_ev": 4.753,
  "homo_energy_ev": -8.099
}

=====

(4)
{
  "formula": "C5H10N4O",
  "method": "wB97M-V/def2-TZVPD",
  "symbols": ["C", "C", "C", "C", "C", "N", "N", "N", "N", "O", "H", "H", "H", "H", "H", "H", "H", "H", "H", "H"],
  "positions_angstrom": [[-0.666, 0.946, -0.683], [0.216, 1.541, 0.452], [-1.268, -0.395, -0.397], [1.289, 0.624, 0.791], [0.758, -1.598, 0.555], [2.740, -0.853, -0.369], [-0.243, -1.446, -0.445], [1.995, -1.895, 0.144], [2.298, 0.292, -0.139], [3.083, 1.204, -0.419], [-1.522, 1.571, -0.835], [-0.080, 0.969, -1.563], [0.657, 2.552, 0.205], [-0.581, 1.590, 1.323], [-1.669, -0.409, 0.604], [-1.953, -0.750, -1.029], [1.740, 0.742, 1.814], [0.382, -1.868, 1.592], [0.063, -1.394, -1.425], [2.679, -2.360, 0.695]],
  "lumo_ev": [0.57, 0.57],
  "total_energy_ha": -490.53686,
  "total_charge": 0,
  "e_above_lowest_ev": 7.225,
  "homo_energy_ev": [-7.408, -7.409]
}

=====

(5)
{
  "formula": "C5H10N4O3S",
  "method": "wB97M-V/def2-TZVPD",
  "symbols": ["C", "N", "N", "C", "C", "O", "S", "C", "O", "O", "N", "C", "N", "H", "H", "H", "H", "H", "H", "H", "H", "H", "H"],
  "positions_angstrom": [[2.094, 0.625, 1.171], [0.758, 0.957, 0.750], [0.590, 2.056, -0.068], [-0.539, 2.136, -0.604], [-1.535, 1.146, -0.461], [-1.158, 0.060, -1.511], [-0.939, -1.412, -0.998], [0.133, -1.891, -2.366], [-2.196, -2.115, -0.864], [0.001, -1.402, 0.113], [-1.448, 0.522, 0.882], [-0.304, 0.314, 1.352], [-0.050, -0.208, 2.598], [2.092, 0.458, 2.227], [2.487, -0.225, 0.635], [2.867, 1.444, 1.089], [-0.574, 3.073, -1.259], [-2.482, 1.566, -0.711], [0.363, -2.914, -2.551], [-0.485, -1.346, -3.137], [1.038, -1.425, -2.014], [-0.946, -0.268, 3.150], [0.234, -1.151, 2.575]],
  "smiles": "CN1N=C[C@@H](OS(C)(=O)=O)N=C1N",
  "lumo_ev": 0.71,
  "total_energy_ha": -1039.34494,
  "total_charge": 0,
  "e_above_lowest_ev": 1.947,
  "homo_energy_ev": -9.012
}

=====

(6)
{
  "formula": "C5H10N7O",
  "method": "wB97M-V/def2-TZVPD",
  "symbols": ["N", "N", "C", "N", "C", "N", "C", "C", "O", "N", "N", "C", "N", "H", "H", "H", "H", "H", "H", "H", "H", "H", "H"],
  "positions_angstrom": [[-2.136, 2.396, 0.407], [-1.205, 1.493, 0.191], [-1.551, 0.252, 0.061], [-2.840, -0.246, 0.187], [-2.747, -1.520, 0.115], [-1.464, -1.971, -0.060], [-0.635, -0.870, -0.117], [0.717, -0.875, -0.241], [1.513, -1.996, -0.133], [1.443, 0.330, -0.456], [1.035, 1.243, -1.434], [2.530, 0.651, 0.202], [3.050, -0.042, 1.189], [-1.813, 3.304, 0.698], [-3.089, 2.099, 0.579], [-3.585, -2.188, 0.178], [-1.167, -2.930, -0.132], [1.413, -2.597, -0.883], [0.259, 1.805, -1.072], [0.716, 0.753, -2.267], [3.015, 1.565, -0.119], [3.899, 0.268, 1.635], [2.642, -0.923, 1.475]],
  "smiles": "N/N=C1\\N=CN\\C1=C(/O)N(N)C=[NH2+]",
  "lumo_ev": -3.65,
  "total_energy_ha": -654.77810,
  "total_charge": 1,
  "e_above_lowest_ev": 0.000,
  "homo_energy_ev": -10.974
}

=====

(7)
{
  "formula": "C5H10NO",
  "method": "wB97M-V/def2-TZVPD",
  "symbols": ["N", "C", "C", "C", "C", "C", "O", "H", "H", "H", "H", "H", "H", "H", "H", "H", "H"],
  "positions_angstrom": [[-1.423, 0.826, 2.811], [-1.472, 0.546, 1.390], [-0.454, -0.001, 0.750], [-0.467, -0.337, -0.712], [0.763, 0.199, -1.462], [1.992, -0.772, -1.423], [3.081, -0.273, -2.020], [-1.830, 1.735, 3.005], [-1.999, 0.163, 3.317], [-2.379, 0.764, 0.817], [0.489, -0.228, 1.259], [-0.386, -1.428, -0.797], [-1.407, -0.027, -1.189], [1.193, 1.118, -1.061], [0.537, 0.377, -2.517], [1.620, -1.740, -1.857], [2.142, -0.923, -0.311]],
  "smiles": "N/C=C/CCC[O-]",
  "lumo_ev": 3.43,
  "total_energy_ha": -326.46084,
  "total_charge": -1,
  "e_above_lowest_ev": 0.666,
  "homo_energy_ev": -2.153
}

=====

(8)
{
  "formula": "C5H10NO",
  "method": "wB97M-V/def2-TZVPD",
  "symbols": ["C", "C", "N", "C", "C", "C", "O", "H", "H", "H", "H", "H", "H", "H", "H", "H", "H"],
  "positions_angstrom": [[-1.560, -0.694, -1.730], [-1.288, -0.538, -0.412], [-2.214, -0.230, 0.553], [0.198, -0.683, 0.015], [0.812, 0.593, 0.432], [2.316, 0.648, 0.636], [2.824, 1.838, 0.949], [-2.625, -0.769, -1.964], [-0.791, -0.506, -2.458], [-2.848, 0.515, 0.322], [-1.832, -0.022, 1.469], [0.190, -1.434, 0.826], [0.631, -1.215, -0.835], [0.322, 0.875, 1.407], [0.598, 1.512, -0.125], [2.680, 0.352, -0.404], [2.590, -0.241, 1.319]],
  "smiles": "C=C(N)CCC[O-]",
  "lumo_ev": 3.74,
  "total_energy_ha": -326.45577,
  "total_charge": -1,
  "e_above_lowest_ev": 0.804,
  "homo_energy_ev": -2.201
}

=====

(9)
{
  "formula": "C5H10NO",
  "method": "wB97M-V/def2-TZVPD",
  "symbols": ["N", "C", "C", "C", "C", "C", "O", "H", "H", "H", "H", "H", "H", "H", "H", "H", "H"],
  "positions_angstrom": [[-2.777, -0.545, -0.836], [-1.886, -0.431, 0.336], [-0.658, -0.905, 0.325], [0.431, -0.377, 1.203], [1.138, 0.803, 0.488], [1.854, 0.464, -0.894], [2.792, 1.343, -1.206], [-2.193, -1.128, -1.438], [-2.774, 0.358, -1.302], [-2.288, 0.287, 1.055], [-0.286, -1.629, -0.394], [1.199, -1.047, 1.614], [-0.032, 0.157, 2.050], [0.427, 1.625, 0.295], [1.909, 1.267, 1.106], [2.204, -0.594, -0.748], [0.940, 0.352, -1.655]],
  "smiles": "N/C=C/CCC[O-]",
  "lumo_ev": 3.99,
  "total_energy_ha": -326.44689,
  "total_charge": -1,
  "e_above_lowest_ev": 1.045,
  "homo_energy_ev": -2.318
}

=====

(10)
{
  "formula": "C5H10NO",
  "method": "wB97M-V/def2-TZVPD",
  "symbols": ["C", "O", "C", "C", "C", "C", "N", "H", "H", "H", "H", "H", "H", "H", "H", "H", "H"],
  "positions_angstrom": [[2.261, 0.095, 0.635], [3.239, 0.117, -0.377], [0.764, 0.248, 0.012], [-0.485, -0.433, 0.488], [-1.912, -0.051, 0.139], [-2.823, 0.280, 1.217], [-2.280, -0.067, -1.133], [2.342, -0.798, 1.276], [2.350, 0.935, 1.378], [0.752, 1.106, -0.564], [0.303, -0.712, -0.529], [2.010, 0.154, -2.478], [-0.511, -1.110, 1.348], [-3.748, 0.873, 1.030], [-2.739, -0.230, 2.120], [-1.434, 0.081, -1.694], [1.911, -0.489, -2.868]],
  "lumo_ev": 2.73,
  "total_energy_ha": -326.26398,
  "total_charge": -1,
  "e_above_lowest_ev": 6.022,
  "homo_energy_ev": -3.297
}

=====

(11)
{
  "formula": "C5H10NO",
  "method": "wB97M-V/def2-TZVPD",
  "symbols": ["C", "N", "C", "C", "C", "C", "O", "H", "H", "H", "H", "H", "H", "H", "H", "H", "H"],
  "positions_angstrom": [[0.060, 0.117, -2.932], [1.027, 0.683, -2.333], [1.122, 0.403, -0.881], [-0.158, 0.004, -0.125], [0.143, -0.053, 1.333], [-1.099, -0.251, 2.259], [-0.810, -0.695, 3.555], [0.099, -0.063, -4.001], [-0.740, -0.343, -2.371], [1.860, -0.448, -0.686], [1.570, 1.271, -0.416], [-0.942, 0.676, -0.413], [-0.412, -1.064, -0.291], [0.870, -0.859, 1.557], [0.727, 0.837, 1.644], [-1.801, -0.961, 1.781], [-1.517, 0.745, 2.319]],
  "smiles": "C=NCCCC[O-]",
  "lumo_ev": 3.50,
  "total_energy_ha": -326.43856,
  "total_charge": -1,
  "e_above_lowest_ev": 1.272,
  "homo_energy_ev": -2.070
}

=====

(12)
{
  "formula": "C5H10NO",
  "method": "wB97M-V/def2-TZVPD",
  "symbols": ["C", "C", "C", "C", "C", "N", "O", "H", "H", "H", "H", "H", "H", "H", "H", "H", "H"],
  "positions_angstrom": [[-0.726, -2.568, -2.384], [-0.193, -1.884, -1.363], [0.107, -0.507, -1.475], [1.056, 1.347, 0.147], [-0.543, 1.332, 2.096], [0.876, 1.310, 1.596], [0.524, 0.138, -0.379], [-0.968, -3.614, -2.305], [-0.940, -2.087, -3.323], [0.003, -2.351, -0.408], [0.018, 0.027, -2.415], [0.756, 2.264, -0.339], [-0.694, 2.148, 2.797], [-1.219, 1.469, 1.256], [-0.791, 0.393, 2.586], [1.350, 0.466, 1.941], [1.385, 2.116, 1.973]],
  "lumo_ev": [-4.74, -4.11],
  "total_energy_ha": -326.10554,
  "total_charge": 1,
  "e_above_lowest_ev": 4.797,
  "homo_energy_ev": [-11.357, -12.442]
}

=====

(13)
{
  "formula": "C5H10NO",
  "method": "wB97M-V/def2-TZVPD",
  "symbols": ["C", "C", "C", "C", "C", "N", "O", "H", "H", "H", "H", "H", "H", "H", "H", "H", "H"],
  "positions_angstrom": [[-0.927, -2.443, -1.361], [-0.468, -1.066, -1.785], [0.986, 2.164, 0.314], [0.844, 0.981, 1.194], [0.973, 0.143, 2.178], [-0.398, 1.598, 0.765], [-0.928, -0.074, -1.286], [-1.975, -2.640, -1.326], [-0.549, -3.140, -2.018], [0.379, -1.008, -2.524], [1.259, 3.159, 0.621], [0.922, 1.926, -0.745], [2.074, 0.143, 2.487], [-0.442, -2.511, -0.400], [0.125, -0.387, 2.590], [-1.067, 2.054, 1.354], [-0.807, 1.102, -0.059]],
  "lumo_ev": -3.24,
  "total_energy_ha": -326.15136,
  "total_charge": 1,
  "e_above_lowest_ev": 3.550,
  "homo_energy_ev": -14.172
}

=====

Result set for largest force on an atom: 6.247, 4.556, 5.615, 5.342, 4.535, 1.332, 0.739, 2.973, 2.130, 5.522, 2.762, 3.011, 3.412 eV/A, one per record in the order listed.